A structure of composition C13H21NO7P2S3SbV, computed with ωB97M-V/def2-TZVPD.

## Properties
<S²>   2.048
Multiplicity   3
HOMO level (alpha / beta)   -1.03 / -1.16 eV
E_LUMO (alpha / beta)   4.45 / 4.45 eV
Energy   -112960.472 eV
Net charge   -2

CARTESIAN COORDINATES (ANGSTROEM)
V  -0.53547  0.02109  0.02841
C  -4.58556  -2.38224  0.74511
C  -3.31794  -1.64935  1.16721
O  -3.22769  -1.77569  2.60326
P  -3.23735  0.26989  0.74089
O  -4.53941  0.75282  1.59824
O  -3.82806  -0.07468  -0.77236
O  -1.86862  0.22924  1.56716
P  -1.79974  -2.38022  0.39767
O  -2.07527  -3.97325  0.34873
O  -1.69416  -1.72835  -0.98242
O  -0.51107  -2.11618  1.13435
H  -5.46592  -1.75601  0.91272
H  -4.68471  -3.30775  1.31900
H  -4.57900  -2.64064  -0.31407
H  -2.46956  -1.19648  2.80566
H  -4.75690  0.05248  2.23488
H  -3.30704  -0.78301  -1.19428
H  -1.27510  -4.41542  0.66685
S  2.69668  3.20434  -1.50460
Sb  2.78118  1.20420  -0.41656
S  1.11178  -0.39634  -1.82090
S  1.07728  1.17615  1.27080
C  4.07240  -4.56084  -0.62581
C  2.60363  -4.21966  -0.35294
C  1.70527  -5.28283  -0.99756
C  2.34784  -4.18283  1.16196
C  2.25684  -2.90404  -0.91238
C  1.81381  -1.84823  -1.28749
H  4.31646  -5.54573  -0.21404
H  4.72701  -3.82079  -0.16344
H  4.27740  -4.57323  -1.69801
H  1.91777  -6.26762  -0.56878
H  1.86697  -5.32678  -2.07612
H  0.65413  -5.04305  -0.83318
H  2.47788  -5.18532  1.58483
H  1.34189  -3.81510  1.36945
H  3.05014  -3.50329  1.64813
C  -3.47993  3.10238  -1.96825
C  -3.65838  2.73056  -0.70476
C  -2.64235  1.93886  0.06458
N  -1.45119  1.49019  -0.76624
C  -1.33361  1.98105  -2.05228
C  -2.25624  2.73732  -2.67313
H  -4.24687  3.66784  -2.48957
H  -4.57100  2.98957  -0.17611
H  -2.26997  2.51523  0.91749
H  -0.41779  1.71980  -2.56916
H  -2.06656  3.08324  -3.68079

***

A cluster of 3 separate species, C4H15N3O in total, computed with ωB97M-V/def2-TZVPD.

## Properties
ΔE to the lowest compared entry with this formula, charge and spin   112.4 kcal per mole
HOMO level   -7.56 eV
E_LUMO   0.64 eV
Energy   -10904.664 eV

CARTESIAN COORDINATES (ANGSTROEM)
C  1.18504  -0.66813  -0.30570
C  2.55660  -0.17374  -0.70788
C  0.55856  1.42294  0.58649
C  1.09955  -1.44223  0.99606
O  0.39589  -0.98794  -1.24548
H  -0.95768  -0.56390  -0.89725
H  3.12142  0.23716  0.12726
H  2.46813  0.56920  -1.49844
H  3.10676  -1.03043  -1.11160
H  1.64186  -0.95468  1.80430
H  1.44785  1.35826  1.20810
H  -0.18009  1.92613  1.23140
H  0.76869  2.08611  -0.25489
H  0.05926  -1.57983  1.28657
H  1.54000  -2.43134  0.82350
N  -1.64674  0.11630  -0.36320
N  -2.39581  -0.58939  0.61823
N  -2.32075  0.97423  -1.26810
H  -0.70231  0.67368  0.13911
H  -3.09068  -1.17985  0.16922
H  -2.86424  0.07355  1.22875
H  -2.79039  1.71373  -0.75491
H  -3.00089  0.45016  -1.81157

***

The ion C4H8NS with charge +1, computed with ωB97M-V/def2-TZVPD.

## Properties
ΔE to the lowest compared entry with this formula, charge and spin   59.0 kcal per mole
HOMO level   -13.24 eV
E_LUMO   -3.43 eV
Energy   -16592.846 eV
Net charge   +1

CARTESIAN COORDINATES (ANGSTROEM)
C  1.38965  0.83456  -0.17124
C  0.31151  1.56297  -0.10664
C  1.21978  -0.65516  -0.21781
C  -1.03166  0.06694  0.43149
N  -0.21804  -1.04712  -0.20561
S  -2.60996  0.22272  -0.19911
H  2.22890  1.39891  -0.45233
H  -0.18409  2.46423  -0.20375
H  1.78876  -1.05765  -1.05963
H  1.87081  -1.05441  0.66119
H  -0.79222  0.09714  1.53663
H  -0.48050  -1.10987  -1.15618
H  -0.16313  -1.98896  0.18396
H  -3.32984  0.26573  0.95905

***

A structure of composition C30H28BClI3N2O6Re, computed with ωB97M-V/def2-TZVPD.

## Properties
<S²>   3.796
Multiplicity   4
ΔE to the lowest compared entry with this formula, charge and spin   96.1 kcal per mole
HOMO level (alpha / beta)   -2.32 / -3.88 eV
E_LUMO (alpha / beta)   1.32 / 1.22 eV
Energy   -86459.923 eV
Net charge   -1

CARTESIAN COORDINATES (ANGSTROEM)
Re  0.33495  1.04037  1.19988
Cl  2.08165  4.89710  6.99124
C  2.13162  3.70002  5.64647
C  3.17459  2.76237  5.56243
C  3.19322  1.68055  4.63313
I  4.04032  -0.19334  4.78400
C  2.22181  1.73713  3.59201
O  2.30797  1.23138  2.36416
C  0.99558  2.46779  3.88772
N  -0.00059  2.36393  2.93680
C  -1.13782  3.09360  3.09128
C  -1.28943  3.92899  4.17662
C  -0.19499  4.28085  4.96233
C  0.99541  3.48987  4.82735
H  4.02722  2.83235  6.24893
H  -1.95634  2.86168  2.38955
H  -2.24976  4.33002  4.37855
H  -0.27879  5.06319  5.71686
N  -0.93308  -1.78410  4.08846
C  -0.73684  -1.06361  2.91851
O  0.31032  -0.39003  2.78627
C  -1.85785  -1.30760  1.87386
C  -1.69631  -0.22349  0.80475
H  -0.31679  -1.74348  4.92293
H  -1.83565  -2.23235  4.20362
H  -2.88360  -1.31445  2.32434
H  -1.56637  -2.31319  1.57703
H  -1.51620  0.73682  1.37390
H  -2.61086  -0.00238  0.24868
I  0.66727  7.66300  -1.64126
C  1.08792  5.61905  -1.67632
C  2.22075  5.06778  -2.28396
C  2.52112  3.69725  -2.15825
C  1.87950  2.91619  -1.18669
C  0.75755  3.54187  -0.36698
C  0.14531  4.75399  -1.04903
C  2.15365  1.49011  -1.09007
O  2.83208  0.97565  -1.99398
O  1.60244  0.70624  -0.11496
H  2.85952  5.66269  -2.91714
H  3.36500  3.27088  -2.77938
H  1.19914  3.94981  0.56721
H  -0.63044  5.35875  -0.52230
C  -2.32326  -5.20238  -4.68379
C  -1.08612  -5.46450  -3.82089
C  -0.06313  -6.27127  -4.61221
C  -1.49522  -6.27328  -2.52447
C  -0.53195  -4.07936  -3.32011
C  -0.52515  -3.02763  -4.21187
C  -0.42141  -1.66199  -3.76925
C  -0.45573  -1.47534  -2.37030
O  -0.84192  -0.38603  -1.58553
B  -0.62148  -0.76039  -0.24714
O  -0.25200  -2.10105  -0.20289
C  -0.15997  -2.53942  -1.54305
C  -0.12234  -3.84854  -1.99193
H  -2.92048  -6.10127  -4.89250
H  -2.05049  -4.85975  -5.70060
H  -2.96350  -4.40857  -4.19112
H  -0.50431  -7.29633  -4.82950
H  0.79313  -6.40868  -3.92720
H  0.18620  -5.79218  -5.54283
H  -1.96275  -7.24058  -2.79499
H  -2.16751  -5.69709  -1.89454
H  -0.65441  -6.57218  -1.90863
H  -0.70290  -3.20469  -5.26668
H  -0.34221  -0.84930  -4.51646
H  0.18829  -4.65647  -1.31108
I  -1.18412  3.95141  -3.01673
C  -0.34688  2.52962  -0.01936
H  -1.19015  3.10340  0.34861
H  -0.69247  1.99057  -0.95148